(1)
# C24H25N3O4S2V

A molecular structure, C24H25N3O4S2V in a non-equilibrium geometry (the ωB97M-V functional and the def2-TZVPD basis, OMol25).

spin multiplicity: 3
LUMO energy (spin up / spin down): 2.31 / 2.28 eV
M: 534.6 g/mol
ΔE to the lowest compared entry with this formula, charge and spin: 0.00 kcal per mole
charge: -1
frontier orbital gap (spin up / spin down): 3.79 / 5.23 eV
DFT total energy: -3135.169260 hartree

Geometry (Å):
V: 0.405 -1.654 0.350
C: -2.936 -0.460 3.234
C: -2.243 -0.975 2.021
O: -1.099 -0.455 1.652
C: -2.907 -2.065 1.423
C: -4.187 -2.400 1.972
C: -4.918 -3.456 1.497
C: -4.445 -4.252 0.463
C: -3.245 -3.897 -0.099
C: -2.457 -2.802 0.338
O: -1.369 -2.486 -0.359
H: -2.322 0.243 3.794
H: -3.234 -1.287 3.902
H: -3.917 0.019 2.987
H: -4.628 -1.829 2.769
H: -5.911 -3.615 1.924
H: -5.050 -5.108 0.114
H: -2.851 -4.423 -0.949
O: 1.587 -2.327 -1.173
N: 1.887 -3.639 -0.956
C: 2.205 -4.498 -1.987
C: 2.575 -5.810 -1.798
C: 2.572 -6.279 -0.463
C: 2.151 -5.479 0.590
C: 1.794 -4.130 0.349
S: 1.240 -3.297 1.778
H: 2.183 -4.051 -2.967
H: 2.830 -6.484 -2.617
H: 2.890 -7.284 -0.199
H: 2.057 -5.885 1.586
C: 2.131 3.941 2.181
C: 0.634 3.866 1.905
C: 0.067 2.494 1.456
N: 0.376 2.165 0.080
C: 1.207 1.183 -0.346
S: 2.042 0.154 0.764
N: 1.513 1.078 -1.676
C: 1.082 1.865 -2.816
O: 0.806 1.248 -3.846
C: 1.129 3.330 -2.712
C: 0.243 4.097 -3.498
C: 0.239 5.462 -3.405
C: 1.133 6.085 -2.532
C: 1.989 5.359 -1.714
C: 2.022 3.995 -1.857
H: 2.414 4.899 2.642
H: 2.723 3.811 1.258
H: 2.423 3.162 2.877
H: 0.387 4.646 1.159
H: 0.021 4.135 2.774
H: -1.034 2.489 1.563
H: 0.433 1.689 2.101
H: -0.206 2.600 -0.631
H: 1.894 0.178 -1.928
H: -0.389 3.601 -4.218
H: -0.421 6.066 -4.019
H: 1.135 7.170 -2.470
H: 2.613 5.869 -0.988
H: 2.738 3.427 -1.282

Atomic partial charges in e from the natural (NBO) method, atoms 1 to 2: atom 1 (V): 0.989, atom 2 (C): -0.699


(2)
# C24H25N3O5

A single C24H25N3O5 molecule in a non-equilibrium geometry (the ωB97M-V functional and the def2-TZVPD basis, OMol25).

LUMO energy: -0.38 eV
M: 435.5 g/mol
ΔE to the lowest compared entry with this formula, charge and spin: 44.05 kcal per mole
charge: 0
frontier orbital gap: 8.07 eV
DFT total energy: -1470.024473 hartree

Geometry (Å):
C: -0.323 6.308 3.516
C: -0.368 6.849 2.092
C: -0.486 5.725 1.067
O: 0.721 4.986 1.094
C: 0.839 3.879 0.332
C: -0.131 3.407 -0.552
C: 0.081 2.237 -1.254
C: 1.263 1.518 -1.107
C: 1.495 0.233 -1.767
O: 2.740 0.006 -2.151
C: 0.537 -0.739 -1.925
C: 0.895 -2.047 -2.389
O: 1.989 -2.397 -2.825
C: -0.320 -2.930 -2.187
O: -0.463 -4.098 -2.479
N: -1.256 -2.155 -1.585
C: -2.584 -2.642 -1.312
C: -2.791 -3.104 0.135
C: -1.798 -4.198 0.563
N: -0.620 -3.655 1.187
C: 0.663 -3.683 0.720
C: 1.423 -3.055 1.664
N: 0.640 -2.650 2.698
C: -0.570 -3.023 2.384
C: -0.890 -0.754 -1.445
C: -1.025 -0.240 -0.044
C: -2.046 0.422 0.578
C: -1.595 0.685 1.894
C: -0.338 0.170 1.968
O: 0.010 -0.390 0.804
C: 2.255 2.024 -0.262
C: 2.043 3.177 0.453
H: -0.198 7.121 4.226
H: -1.244 5.780 3.754
H: 0.510 5.619 3.625
H: -1.221 7.519 1.970
H: 0.543 7.411 1.883
H: -1.332 5.072 1.319
H: -0.646 6.143 0.064
H: -1.054 3.944 -0.699
H: -0.670 1.905 -1.953
H: 2.804 -0.925 -2.503
H: -3.304 -1.854 -1.551
H: -2.746 -3.493 -1.982
H: -2.702 -2.253 0.814
H: -3.808 -3.491 0.211
H: -1.490 -4.784 -0.305
H: -2.286 -4.867 1.280
H: 0.925 -4.148 -0.207
H: 2.478 -2.871 1.666
H: -1.437 -2.860 2.995
H: -1.559 -0.162 -2.091
H: -2.994 0.686 0.155
H: -2.134 1.188 2.670
H: 0.373 0.113 2.766
H: 3.181 1.480 -0.158
H: 2.794 3.563 1.124

Atomic partial charges in e from the natural (NBO) method, atoms 1 to 2: atom 1 (C): -0.608, atom 2 (C): -0.410


(3)
# C24H25N6O2RbS3

A molecular structure, C24H25N6O2RbS3 in a non-equilibrium geometry (the ωB97M-V functional and the def2-TZVPD basis, OMol25).

LUMO energy: -0.86 eV
M: 611.2 g/mol
ΔE to the lowest compared entry with this formula, charge and spin: 34.42 kcal per mole
charge: 0
frontier orbital gap: 5.42 eV
DFT total energy: -2627.146763 hartree

Geometry (Å):
Rb: -0.426 1.034 0.617
C: -4.833 0.539 -1.464
C: -3.392 1.026 -1.320
N: -2.966 1.632 -0.255
N: -3.893 2.328 0.502
C: -3.802 2.495 1.826
N: -4.687 3.405 2.275
S: -2.785 1.760 2.928
C: -2.447 0.502 -2.321
C: -2.986 0.106 -3.599
C: -2.139 -0.333 -4.640
C: -0.786 -0.327 -4.364
C: -0.329 0.150 -3.103
N: -1.125 0.540 -2.107
H: -5.272 0.746 -2.512
H: -5.486 1.089 -0.736
H: -4.917 -0.525 -1.306
H: -4.620 2.870 -0.101
H: -5.198 3.965 1.615
H: -4.782 3.630 3.258
H: -4.076 0.075 -3.725
H: -2.585 -0.741 -5.573
H: -0.056 -0.652 -5.109
H: 0.730 0.145 -2.819
C: 1.189 3.231 3.822
C: 1.721 4.484 3.712
C: 2.926 4.791 4.293
C: 3.632 3.764 5.023
C: 3.168 2.449 4.947
C: 1.912 2.192 4.365
H: 0.170 3.084 3.580
H: 1.142 5.277 3.232
H: 3.284 5.800 4.340
H: 4.628 4.016 5.427
H: 3.794 1.627 5.342
H: 1.502 1.170 4.359
O: 2.442 -3.340 -2.549
C: 3.413 -2.489 -2.400
C: 4.635 -2.674 -3.050
C: 5.659 -1.726 -3.000
C: 5.488 -0.544 -2.287
C: 4.218 -0.354 -1.643
C: 3.261 -1.338 -1.611
C: 2.013 -1.070 -0.782
O: 1.934 0.021 -0.220
N: 1.072 -2.111 -0.822
N: 0.129 -1.846 0.054
C: -0.601 -2.920 0.387
S: -2.166 -2.893 1.103
C: -2.349 -4.650 1.416
C: -1.026 -5.402 1.346
S: 0.296 -4.497 0.494
H: 1.640 -3.010 -1.923
H: 4.722 -3.536 -3.709
H: 6.549 -1.880 -3.630
H: 6.260 0.176 -2.308
H: 3.924 0.551 -1.159
H: -3.009 -4.988 0.622
H: -2.815 -4.804 2.344
H: -1.179 -6.174 0.644
H: -0.721 -5.844 2.274

Atomic partial charges in e from the natural (NBO) method, atoms 1 to 2: atom 1 (Rb): 0.932, atom 2 (C): -0.690


(4)
# C24H25N8O4PPtS

A molecular structure, C24H25N8O4PPtS (the ωB97M-V functional and the def2-TZVPD basis, OMol25).

spin multiplicity: 5
LUMO energy (spin up / spin down): -11.74 / -14.58 eV
M: 747.6 g/mol
ΔE to the lowest compared entry with this formula, charge and spin: 48.94 kcal per mole
charge: +4
frontier orbital gap (spin up / spin down): 6.99 / 4.33 eV
DFT total energy: -2525.999550 hartree

Geometry (Å):
Pt: -1.020 -0.018 0.666
O: -0.654 3.307 -1.624
C: -0.866 2.532 -0.755
N: -0.701 1.081 -0.938
C: -0.901 0.503 -2.253
O: -0.251 0.858 -3.186
C: -1.970 -0.524 -2.204
C: -2.522 -1.060 -3.346
C: -3.533 -2.012 -3.199
C: -3.931 -2.385 -1.928
C: -3.316 -1.802 -0.821
N: -2.371 -0.885 -0.968
C: -1.365 2.832 0.640
C: -1.734 4.095 1.104
C: -2.322 4.170 2.389
C: -2.362 3.089 3.220
C: -1.698 1.806 2.839
N: -1.480 1.760 1.387
H: -2.177 -0.736 -4.320
H: -4.000 -2.452 -4.072
H: -4.712 -3.118 -1.777
H: -3.597 -2.069 0.190
H: -1.635 4.959 0.462
H: -2.747 5.109 2.721
H: -2.784 3.178 4.215
H: -0.693 1.802 3.306
N: 0.015 -3.715 2.185
C: 0.575 -4.055 0.963
C: 1.213 -5.217 0.533
C: 1.644 -5.219 -0.771
C: 1.460 -4.105 -1.620
C: 0.834 -2.958 -1.193
C: 0.378 -2.948 0.124
N: -0.307 -1.988 0.848
C: -0.500 -2.488 2.077
C: -1.201 -1.633 3.034
C: -1.343 -1.597 4.417
S: -2.106 -0.173 4.955
C: -2.349 0.440 3.235
N: -1.733 -0.583 2.415
H: -0.019 -4.311 3.002
H: 1.357 -6.068 1.185
H: 2.144 -6.095 -1.161
H: 1.830 -4.166 -2.635
H: 0.720 -2.096 -1.838
H: -1.013 -2.337 5.134
H: -3.428 0.479 3.050
N: 4.787 2.890 0.493
C: 4.335 1.501 0.104
P: 2.656 1.606 -0.685
O: 2.194 3.011 -0.392
O: 1.851 0.409 -0.301
C: 2.957 1.626 -2.526
N: 2.094 2.706 -3.123
H: 5.514 3.258 -0.124
H: 5.165 2.928 1.441
H: 3.956 3.507 0.431
H: 4.239 0.904 1.008
H: 5.093 1.033 -0.521
H: 2.711 0.677 -2.997
H: 3.994 1.864 -2.761
H: 2.485 3.093 -3.984
H: 1.983 3.452 -2.418
H: 1.156 2.348 -3.333

Atomic partial charges in e from the Mulliken method, atoms 1 to 2: atom 1 (Pt): 0.720, atom 2 (O): -0.435